(1)
C2H11N5O in the gas phase at a distorted geometry, computed with ωB97M-V/def2-TZVPD.

Last column: Löwdin charge in e.
Element x y z (Å)
C 0.10 1.54 1.71  -0.08
N -0.49 0.60 0.76  -0.28
N -1.86 0.33 1.07  0.06
C 0.34 -0.74 0.53  -0.41
O -0.26 -1.82 0.67  -0.09
N 0.44 -0.25 -1.20  -0.28
N -0.25 -1.20 -2.00  0.04
N 1.80 -0.04 -1.55  0.03
H -0.44 2.48 1.67  0.08
H 1.14 1.71 1.44  0.08
H 0.04 1.14 2.73  0.09
H -2.39 0.39 0.20  0.08
H -1.89 -0.66 1.34  0.07
H 1.36 -0.57 0.89  0.13
H -0.14 0.67 -0.58  0.17
H -0.35 -2.07 -1.46  0.07
H -1.22 -0.91 -2.15  0.07
H 1.83 0.34 -2.49  0.07
H 2.26 -0.95 -1.59  0.08

As for the SMILES: CN(N)[C@@H]([O-])[NH+](N)N. For the energy above the lowest of the compared OMol25 structures with the same formula, charge and spin, the calculation gives 41.7 kcal per mole. The spin multiplicity is 1. Its orbital gap is 0.3687 hartree.

(2)
C4H9NO in the gas phase, computed with ωB97M-V/def2-TZVPD.

Last column: Löwdin charge in e.
Element x y z (Å)
C -0.53 1.14 1.70  -0.09
C 0.19 0.00 0.99  -0.17
C 0.55 0.36 -0.43  -0.44
O 0.65 1.47 -0.88  0.12
N 0.76 -0.78 -1.33  -0.04
C -0.58 -1.29 -1.92  -0.11
H -1.52 1.31 1.26  0.09
H -0.67 0.90 2.76  0.08
H 0.04 2.07 1.62  0.08
H 1.14 -0.22 1.50  0.13
H -0.39 -0.92 1.01  0.11
H 1.22 -1.57 -0.87  0.15
H -1.15 -1.62 -1.03  -0.03
H -1.05 -0.37 -2.29  -0.01
H 1.34 -0.47 -2.11  0.15

For the energy above the lowest of the compared OMol25 structures with the same formula, charge and spin, the calculation gives 83.4 kcal per mole. The spin multiplicity is 1. Its orbital gap is 0.2778 hartree.

(3)
A molecular structure, C58H52OP3PdSSi at a distorted geometry, computed with ωB97M-V/def2-TZVPD.

Last column: Löwdin charge in e.
Element x y z (Å)
Pd 0.45 -0.37 0.66  0.20
C 2.94 -3.95 1.97  -0.10
C 2.68 -2.61 2.21  -0.09
C 2.46 -1.75 1.14  -0.17
C 2.49 -2.23 -0.18  -0.35
C 2.77 -3.57 -0.40  -0.07
C 3.00 -4.42 0.67  -0.09
P 2.11 -1.01 -1.50  1.05
C 3.64 -1.02 -2.49  -0.37
C 3.57 -0.41 -3.75  -0.11
C 4.71 -0.13 -4.47  -0.10
C 5.95 -0.44 -3.94  -0.12
C 6.04 -1.01 -2.68  -0.11
C 4.90 -1.28 -1.96  -0.10
C 1.02 -1.95 -2.64  -0.36
C 1.53 -2.89 -3.53  -0.10
C 0.68 -3.55 -4.40  -0.09
C -0.67 -3.23 -4.42  -0.10
C -1.17 -2.28 -3.54  -0.12
C -0.34 -1.65 -2.63  -0.31
Si -0.73 -0.37 -1.28  0.55
C 0.00 1.12 -2.29  -0.30
C -0.21 1.25 -3.66  -0.11
C 0.30 2.32 -4.38  -0.10
C 1.03 3.29 -3.74  -0.09
C 1.26 3.19 -2.38  -0.11
C 0.77 2.10 -1.66  -0.39
P 1.12 2.00 0.13  1.06
C 2.94 2.04 0.18  -0.36
C 3.78 1.99 -0.93  -0.09
C 5.15 1.89 -0.76  -0.09
C 5.70 1.81 0.50  -0.10
C 4.87 1.85 1.62  -0.09
C 3.50 1.95 1.45  -0.13
C 0.63 3.69 0.57  -0.35
C 1.38 4.55 1.37  -0.09
C 0.83 5.76 1.79  -0.11
C -0.45 6.11 1.42  -0.11
C -1.21 5.24 0.64  -0.09
C -0.68 4.04 0.23  -0.10
C -2.43 0.45 -0.93  -0.31
C -3.13 1.19 -1.87  -0.11
C -4.06 2.14 -1.49  -0.10
C -4.31 2.36 -0.15  -0.10
C -3.68 1.58 0.80  -0.12
C -2.74 0.63 0.43  -0.40
P -1.94 -0.42 1.70  0.95
C -0.85 0.71 2.67  -0.42
C -1.09 2.06 2.90  -0.09
C -0.25 2.78 3.73  -0.09
C 0.85 2.18 4.31  -0.11
C 1.13 0.84 4.05  -0.11
C 0.29 0.11 3.23  -0.18
C -3.34 -0.46 2.90  -0.37
C -3.09 -0.44 4.28  -0.09
C -4.07 -0.80 5.18  -0.10
C -5.32 -1.21 4.74  -0.11
C -5.58 -1.24 3.38  -0.10
C -4.60 -0.89 2.47  -0.13
H 3.11 -4.62 2.80  0.09
H 2.67 -2.23 3.22  0.10
H 2.37 -0.66 1.31  0.06
H 2.82 -3.96 -1.41  0.10
H 3.23 -5.47 0.49  0.10
H 2.59 -0.16 -4.15  0.11
H 4.63 0.32 -5.45  0.10
H 6.85 -0.22 -4.51  0.09
H 7.02 -1.23 -2.26  0.10
H 4.98 -1.71 -0.97  0.10
H 2.59 -3.09 -3.57  0.10
H 1.07 -4.31 -5.07  0.09
H -1.33 -3.72 -5.12  0.09
H -2.21 -2.00 -3.59  0.09
H -0.78 0.49 -4.18  0.09
H 0.11 2.40 -5.44  0.09
H 1.44 4.13 -4.29  0.09
H 1.82 3.96 -1.87  0.11
H 3.36 2.01 -1.93  0.09
H 5.79 1.85 -1.64  0.10
H 6.77 1.73 0.63  0.09
H 5.29 1.78 2.61  0.10
H 2.84 1.93 2.32  0.08
H 2.38 4.28 1.67  0.09
H 1.42 6.42 2.41  0.10
H -0.87 7.06 1.74  0.09
H -2.23 5.50 0.38  0.10
H -1.27 3.34 -0.35  0.10
H -2.90 1.06 -2.92  0.09
H -4.58 2.72 -2.25  0.09
H -4.99 3.15 0.16  0.10
H -3.93 1.73 1.85  0.10
H -1.95 2.55 2.46  0.09
H -0.45 3.83 3.92  0.10
H 1.50 2.74 4.97  0.10
H 1.99 0.37 4.51  0.10
H 0.43 -0.97 3.09  0.09
H -2.12 -0.12 4.62  0.10
H -3.84 -0.79 6.24  0.10
H -6.07 -1.51 5.46  0.09
H -6.55 -1.56 3.04  0.10
H -4.80 -0.91 1.41  0.08
C -2.44 -4.06 2.35  -0.14
C -3.46 -3.87 1.26  -0.36
S -2.77 -2.70 -0.01  0.80
O -1.53 -3.36 -0.40  -0.51
C -4.03 -3.17 -1.31  -0.35
C -5.29 -2.36 -1.09  -0.14
H -2.69 -4.93 2.96  0.07
H -2.39 -3.18 2.99  0.05
H -1.46 -4.21 1.90  0.06
H -4.40 -3.47 1.64  0.06
H -3.65 -4.81 0.73  0.08
H -4.20 -4.24 -1.28  0.08
H -3.56 -2.92 -2.26  0.06
H -5.75 -2.62 -0.13  0.06
H -6.02 -2.56 -1.87  0.07
H -5.06 -1.30 -1.08  0.06

As for the charge: -1. The spin multiplicity is 1. Its orbital gap is 0.1712 hartree.

(4)
2 unconnected molecules or ions with the total composition C8H8ClNO3 at a distorted geometry, computed with ωB97M-V/def2-TZVPD.

Last column: Löwdin charge in e.
Element x y z (Å)
C 1.11 -0.70 3.10  0.00
C 1.39 0.63 2.59  -0.03
C 0.53 -1.54 2.15  -0.06
C 1.11 1.01 1.26  -0.01
C 0.27 -1.16 0.88  -0.03
C 0.58 0.03 0.36  -0.24
C -0.62 -0.39 -3.07  -0.07
C 0.26 0.39 -0.97  -0.61
N -2.87 1.36 -1.14  -0.25
O -3.24 0.82 -2.16  -0.06
O -1.81 1.15 -0.55  -0.11
O 0.01 -0.64 -1.85  -0.10
Cl 0.77 1.88 -1.52  0.91
H 1.35 -1.04 4.15  0.12
H 1.82 1.31 3.24  0.07
H 0.29 -2.50 2.31  0.08
H 1.34 1.98 1.00  0.06
H -0.09 -1.91 0.34  0.09
H -0.36 0.70 -3.33  0.08
H -1.71 -0.47 -2.96  0.08
H -0.14 -0.90 -3.83  0.07

For the energy above the lowest of the compared OMol25 structures with the same formula, charge and spin, the calculation gives 130.3 kcal per mole. The spin multiplicity is 1. Its orbital gap (spin up / spin down) is 0.2243 / 0.2280 hartree.

(5)
A molecular structure, C25H24N7O4S2SbSe4Ti at a distorted geometry, computed with ωB97M-V/def2-TZVPD.

Last column: Löwdin charge in e.
Element x y z (Å)
Ti 0.01 0.23 0.14  0.58
C -2.23 -3.08 4.44  -0.12
C -1.53 -2.05 5.04  -0.11
C -0.80 -1.14 4.29  -0.04
C -0.75 -1.24 2.89  -0.28
C -1.47 -2.28 2.29  -0.06
C -2.19 -3.18 3.06  -0.08
N -0.03 -0.29 2.12  -0.11
N 0.89 0.33 2.95  0.04
C 1.51 1.32 2.36  -0.37
C 2.49 2.09 3.06  -0.02
C 3.14 3.09 2.42  -0.10
C 2.82 3.38 1.06  -0.08
C 1.86 2.65 0.45  -0.18
N 1.19 1.65 1.08  -0.11
H -2.80 -3.79 5.03  0.09
H -1.55 -1.94 6.12  0.09
H -0.26 -0.34 4.76  0.09
H -1.46 -2.39 1.22  0.08
H -2.73 -3.98 2.55  0.10
H 2.70 1.82 4.09  0.10
H 3.90 3.67 2.94  0.09
H 3.32 4.17 0.52  0.09
H 1.56 2.85 -0.57  0.08
Se -3.73 2.09 -3.53  -0.18
Sb -1.46 2.30 -2.65  -0.24
Se -1.28 2.54 -0.17  0.18
Se -0.23 0.10 -2.47  0.20
Se -0.01 3.86 -3.78  -0.29
N -6.49 1.70 -1.25  0.17
C -6.34 1.15 -0.02  -0.51
O -7.19 1.19 0.86  0.03
C -5.00 0.51 0.17  -0.13
C -4.39 -0.19 -0.86  -0.03
C -3.07 -0.58 -0.71  -0.17
N -2.34 -0.28 0.37  -0.06
C -2.97 0.31 1.39  -0.19
C -4.29 0.69 1.35  0.01
H -7.30 2.26 -1.40  0.11
H -5.68 1.83 -1.86  -0.04
H -4.88 -0.37 -1.80  0.10
H -2.56 -1.06 -1.52  0.04
H -2.36 0.53 2.26  0.10
H -4.74 1.21 2.18  0.12
N -1.07 -3.02 -2.06  0.07
C -0.18 -3.36 -1.09  -0.69
N 0.27 -2.57 -0.17  0.07
C 1.18 -3.26 0.65  -0.29
C 1.93 -2.71 1.69  -0.01
C 2.76 -3.54 2.42  -0.07
C 2.89 -4.89 2.13  -0.11
C 2.18 -5.45 1.09  -0.11
C 1.34 -4.62 0.36  -0.48
S 0.36 -5.03 -1.02  1.06
H -0.99 -2.04 -2.34  -0.08
H -1.08 -3.64 -2.85  0.08
H 1.87 -1.66 1.91  0.09
H 3.35 -3.10 3.22  0.10
H 3.56 -5.51 2.72  0.09
H 2.28 -6.50 0.83  0.10
C 3.40 0.53 -2.15  -0.15
S 3.00 -0.89 -1.17  0.40
O 2.48 -1.90 -2.07  -0.35
O 4.18 -1.24 -0.42  -0.33
O 1.94 -0.37 -0.23  -0.51
H 3.93 0.17 -3.03  0.06
H 4.05 1.18 -1.55  0.06
H 2.49 1.04 -2.44  0.01

For the energy above the lowest of the compared OMol25 structures with the same formula, charge and spin, the calculation gives 10.6 kcal per mole. As for the charge: -2. The spin multiplicity is 1. Its orbital gap (spin up / spin down) is 0.2217 / 0.2196 hartree.

(6)
A molecular structure, C11H35N4O11S at a distorted geometry, computed with ωB97M-V/def2-TZVPD.

Last column: Löwdin charge in e.
Element x y z (Å)
N 18.46 19.32 -19.47  0.30
H 17.67 19.92 -19.73  0.17
H 19.36 19.78 -19.43  0.15
H 18.53 18.61 -20.21  0.14
H 18.32 18.80 -18.56  0.08
N 16.89 18.90 -14.88  0.31
H 17.40 18.55 -15.70  0.09
H 16.22 18.23 -14.44  0.09
H 16.53 19.80 -15.24  0.16
H 17.64 19.17 -14.24  0.16
N 19.65 15.37 -19.20  0.31
H 19.30 15.68 -20.11  0.15
H 19.28 16.12 -18.55  0.07
H 20.66 15.22 -19.15  0.15
H 19.21 14.48 -18.95  0.12
N 21.57 18.04 -16.95  0.31
H 21.99 18.37 -16.07  0.17
H 21.64 18.71 -17.71  0.15
H 20.53 17.89 -16.84  0.10
H 22.11 17.21 -17.19  0.16
C 18.15 16.34 -16.59  -0.25
O 18.62 17.41 -17.41  -0.46
H 18.93 15.55 -16.59  0.05
H 18.22 16.56 -15.51  0.06
H 17.22 15.85 -16.85  0.08
C 19.06 11.28 -14.63  0.00
C 18.62 12.27 -15.68  -0.30
C 19.54 12.38 -16.94  -0.11
O 18.63 12.57 -17.99  0.01
C 17.45 11.95 -17.64  -0.56
O 16.62 11.58 -18.39  0.21
O 17.40 11.87 -16.32  0.11
H 18.34 11.30 -13.81  0.08
H 20.00 11.55 -14.14  0.11
H 19.12 10.28 -15.05  0.11
H 18.57 13.28 -15.26  0.13
H 20.23 11.54 -17.03  0.15
H 20.22 13.24 -16.96  0.11
C 17.57 13.62 -12.32  -0.01
C 16.47 13.77 -13.39  -0.30
C 15.08 13.76 -12.73  -0.03
O 14.89 15.17 -12.56  0.12
C 15.54 15.85 -13.44  -0.53
O 15.34 17.04 -13.62  0.12
O 16.45 15.02 -14.07  0.06
H 17.61 12.64 -11.85  0.10
H 17.47 14.41 -11.58  0.10
H 18.56 13.65 -12.79  0.07
H 16.54 12.91 -14.06  0.13
H 15.08 13.39 -11.71  0.16
H 14.34 13.38 -13.44  0.15
C 13.45 14.55 -18.67  -0.15
C 14.58 13.89 -17.83  -0.20
O 14.18 13.91 -16.48  -0.20
S 13.22 15.23 -16.32  0.69
O 14.04 16.40 -16.53  -0.26
O 12.36 15.15 -15.18  -0.18
O 12.43 14.82 -17.70  -0.16
H 13.08 13.81 -19.38  0.14
H 13.84 15.37 -19.27  0.13
H 15.53 14.45 -17.85  0.11
H 14.73 12.85 -18.11  0.12

For the energy above the lowest of the compared OMol25 structures with the same formula, charge and spin, the calculation gives 26.2 kcal per mole. As for the charge: +3. The spin multiplicity is 1. Its orbital gap is 0.2767 hartree.

Number 1: electronic energy -11746.2922 eV. Number 2: electronic energy -7828.7023 eV. Number 3: electronic energy -113097.8434 eV. Number 4: electronic energy -28574.7676 eV. Number 5: electronic energy -357652.7814 eV. Number 6: electronic energy -51264.9694 eV.